Entry from OMol25: a molecular structure, C19H39IrO3P3S in a non-equilibrium geometry (ωB97M-V/def2-TZVPD).

Calculated values
charge: +4
energy: -67971.279 eV
ΔE to the lowest compared entry with this formula, charge and spin: 1.0625 eV
<S²>: 8.775
LUMO level (spin up / spin down): -0.3931 / -0.5814 Ha
multiplicity: 6
F_max: 8.59 eV/Å
E_HOMO (spin up / spin down): -16.8 / -19.9 eV
frontier orbital gap (spin up / spin down): 6.12 / 4.12 eV

Cartesian coordinates (Å):
Ir -0.081 -1.681 -0.612
S -0.442 3.629 1.112
P 2.731 -1.759 -1.053
P -1.895 0.265 3.622
P -1.564 1.113 -2.931
O 1.029 0.504 -2.425
O -1.019 2.657 0.120
O 0.998 0.624 1.113
C 3.705 -0.251 -0.839
C -0.009 -3.555 0.305
C -1.982 0.084 -4.329
C 0.595 -0.276 0.501
C 1.152 4.143 0.442
C -0.656 -0.880 4.368
C -0.101 0.182 -2.126
C -1.905 -2.417 -1.411
C -1.331 5.187 0.909
C 3.411 -3.024 0.058
C -2.830 1.048 -1.672
C -3.351 -0.155 4.661
C -2.018 -2.245 -0.024
C -1.357 1.808 4.465
C -1.045 2.763 -3.313
C 0.103 -3.731 -1.076
C -0.839 -3.150 -1.934
C 2.960 -2.326 -2.762
C -1.067 -2.812 0.828
H -1.136 0.070 -5.032
H -0.850 -0.996 5.443
H -0.284 1.961 4.277
H 0.972 -4.228 -1.489
H -2.783 -1.597 0.391
H 2.706 -1.501 -3.443
H -2.470 1.601 -0.790
H -0.679 -3.185 -3.007
H 3.999 -2.642 -2.933
H -2.587 -1.903 -2.073
H 3.279 0.541 -1.471
H 3.653 0.074 0.211
H -1.010 3.373 -2.396
H -3.095 -0.061 5.724
H 0.349 -0.466 4.206
H 2.915 -3.987 -0.119
H -1.149 5.581 -0.100
H -1.109 -2.602 1.893
H 3.206 -2.712 1.092
H -3.663 -1.180 4.422
H 4.494 -3.130 -0.084
H -2.186 -0.943 -3.995
H -2.398 4.981 1.057
H -1.914 2.651 4.032
H -3.043 0.009 -1.394
H -1.555 1.733 5.545
H 4.755 -0.428 -1.118
H 2.281 -3.164 -2.964
H 1.422 5.112 0.875
H 0.770 -3.918 0.968
H -0.718 -1.856 3.871
H -3.745 1.517 -2.056
H -0.976 5.888 1.671
H -0.041 2.736 -3.764
H -1.751 3.223 -4.023
H -4.164 0.533 4.394
H 1.075 4.198 -0.651
H -2.870 0.488 -4.837
H 1.875 3.379 0.745